Entry 1:
CClIOS | ωB97M-V/def2-TZVPD

As for the highest occupied orbital energy (alpha / beta): -7.50 / -9.36 eV. The value obtained for the lowest unoccupied orbital energy (alpha / beta) is 0.056 / -2.798 eV. The calculation puts the max |F| at 3.49 eV Å⁻¹. As for the energy relative to the best compared isomer or geometry (same formula, charge and spin): 24.08 kcal/mol. The total energy comes out at -1269.3009 Ha. Its spin multiplicity is 3.

Last column: natural (NBO) charge in e.
CARTESIAN COORDINATES (ANGSTROEM)
C1 0.074491 -0.914683 0.367437  0.2726
O1 -0.627392 -1.646550 0.908063  -0.5047
S1 -1.332511 1.260772 -0.193760  0.1756
Cl1 -0.029978 2.582582 -0.757905  -0.0644
I1 1.915390 -1.282121 -0.323835  0.1210

Cartesian forces, eV/Å:
C -1.61 0.74 0.79
O -1.11 -0.84 0.68
S -0.97 0.21 0.00
Cl 0.49 0.43 -0.19
I 3.20 -0.54 -1.28

***

Entry 2:
C23H21IrN4O5SSbSe4 | ωB97M-V/def2-TZVPD

As for the highest occupied orbital energy (alpha / beta): -0.11 / -2.50 eV. The value obtained for the lowest unoccupied orbital energy (alpha / beta) is 4.128 / 2.929 eV. Its net charge is -2. The calculation puts the max |F| at 1.45 eV Å⁻¹. As for the energy relative to the best compared isomer or geometry (same formula, charge and spin): 0.00 kcal/mol. The total energy comes out at -11832.7720 Ha. Its spin multiplicity is 6.

Last column: natural (NBO) charge in e.
CARTESIAN COORDINATES (ANGSTROEM)
Ir1 2.162709 -0.647008 1.186002  1.0216
C1 -2.165837 -0.171369 0.384416  -0.6390
C2 -0.848769 -0.556541 1.053950  0.2238
N1 0.214132 -0.924728 0.136747  -0.2918
N2 0.227899 -0.443819 -1.074500  -0.3291
C3 1.479559 -0.527155 -1.558735  0.5455
O1 2.477465 -0.899926 -0.855777  -0.6363
C4 1.703021 -0.094429 -2.953915  -0.0440
C5 3.004477 0.093316 -3.410248  -0.1830
C6 3.228398 0.571897 -4.692386  -0.2259
C7 2.156669 0.856486 -5.527607  -0.2168
C8 0.856674 0.660144 -5.076696  -0.2299
C9 0.627607 0.187429 -3.795026  -0.1855
C10 -1.041893 -1.788251 1.972261  0.2218
C11 -2.295756 -2.082140 2.516545  -0.2637
C12 -2.413356 -3.151394 3.387147  -0.1777
C13 -1.291345 -3.909777 3.683463  -0.2575
C14 -0.095104 -3.557301 3.079127  0.0644
N3 0.017432 -2.519135 2.261190  -0.4192
H1 -1.962231 0.515844 -0.436589  0.2598
H2 -2.810080 0.339889 1.097638  0.2155
H3 -2.670309 -1.055654 -0.009027  0.2041
H4 3.826317 -0.128064 -2.742846  0.2389
H5 4.242990 0.723657 -5.039296  0.2044
H6 2.332701 1.229977 -6.529339  0.1985
H7 0.018491 0.873447 -5.728837  0.2030
H8 -0.377220 0.046219 -3.420785  0.2400
H9 -3.156492 -1.477173 2.274159  0.2190
H10 -3.370541 -3.378880 3.840870  0.2032
H11 -1.334787 -4.757858 4.353253  0.2137
H12 0.814494 -4.122791 3.256612  0.2140
Se1 7.096468 -5.591827 0.666162  -0.7213
Sb1 4.889043 -5.221522 1.611914  0.8039
Se2 3.430033 -2.456218 1.661367  0.0666
Se3 3.407510 -3.966081 -0.125407  -0.2977
Se4 3.731470 -7.248940 2.288204  -0.7304
C15 -3.765913 3.770972 -2.360227  -0.6131
C16 -2.599017 3.438679 -1.475581  -0.1455
C17 -2.673424 3.578127 -0.078204  -0.2156
C18 -1.638123 3.238154 0.754619  -0.2731
C19 -0.404935 2.733942 0.194496  -0.5225
C20 -0.306865 2.634878 -1.230821  -0.2097
C21 -1.366197 2.980277 -2.019744  -0.2553
S1 0.607776 1.898661 1.231588  2.2924
O2 0.942047 2.654414 2.409800  -0.9515
O3 1.788377 1.413035 0.466384  -0.9718
N4 -0.348929 0.623384 1.852288  -0.7208
C22 -0.356874 0.528219 3.307903  -0.3450
C23 0.955557 -0.005759 3.929477  0.7920
O4 0.959614 -0.185596 5.135036  -0.6638
O5 1.993661 -0.196608 3.169178  -0.7493
H13 -4.715022 3.483941 -1.897515  0.1936
H14 -3.690197 3.248909 -3.317418  0.1973
H15 -3.835875 4.845033 -2.587600  0.1815
H16 -3.592402 3.960513 0.361002  0.1835
H17 -1.732925 3.343704 1.828331  0.2063
H18 0.616436 2.291818 -1.677457  0.2177
H19 -1.262617 2.891613 -3.098081  0.1893
H20 -1.167050 -0.109848 3.645082  0.2224
H21 -0.518963 1.519234 3.723471  0.2481

Cartesian forces, eV/Å:
Ir 0.56 0.45 -0.88
C 0.21 0.05 -0.33
C -0.40 0.31 -0.32
N 0.34 0.32 0.80
N -0.09 -0.44 -0.17
C -0.10 -0.07 -0.09
O 0.04 0.36 0.07
C -0.02 -0.03 0.07
C 0.03 0.02 -0.02
C 0.00 -0.04 0.00
C -0.01 -0.01 0.00
C 0.01 -0.04 -0.01
C -0.02 0.01 -0.01
C -0.49 0.22 0.28
C 0.08 0.00 -0.12
C 0.04 0.01 0.03
C 0.00 -0.03 -0.07
C -0.03 0.00 0.01
N 0.11 -0.04 -0.07
H -0.04 0.03 0.04
H -0.01 -0.01 0.01
H 0.01 0.02 -0.05
H -0.01 0.00 0.01
H 0.00 0.00 0.00
H 0.00 0.01 0.00
H 0.00 0.03 0.01
H 0.00 0.02 0.01
H -0.02 0.01 0.02
H -0.01 -0.02 -0.02
H -0.01 0.01 0.02
H 0.01 0.01 0.01
Se -0.09 0.11 -0.01
Sb 0.50 -0.92 -0.01
Se 0.10 -0.29 0.44
Se -0.04 0.07 0.10
Se -0.07 0.15 -0.02
C 0.08 0.11 0.03
C -0.03 -0.10 -0.06
C -0.01 -0.05 0.03
C 0.07 0.05 -0.04
C 0.00 -0.05 -0.27
C 0.08 0.11 0.02
C -0.03 0.03 0.02
S -0.89 0.99 -0.58
O -0.14 -0.18 0.19
O -0.59 -0.36 0.53
N 0.43 -0.40 0.56
C 0.73 -0.14 -0.11
C -0.08 -0.11 -0.03
O 0.04 0.10 0.04
O -0.14 -0.17 -0.08
H -0.01 -0.01 -0.02
H -0.03 -0.01 0.00
H -0.02 -0.01 -0.02
H 0.00 -0.02 0.01
H 0.00 0.03 0.00
H -0.01 -0.05 0.01
H 0.01 0.02 0.00
H -0.06 0.01 -0.02
H 0.02 -0.04 0.08